[1]
Density functional theory data (ωB97M-V/def2-TZVPD) for an isolated ion of composition C11H17INO and charge +1 in a non-equilibrium geometry.

The geometry in ORCA input format:
```
! RIJCOSX wB97M-V def2-TZVPD def2/J DEFGRID3
* xyz 1 1
C -3.23476 2.05966 0.02631
C -2.24131 0.97557 -0.12715
C -2.45191 -0.28274 0.27278
C -1.47356 -1.15033 -0.25912
C -0.83772 -2.13634 0.40834
I -1.33151 -2.98722 2.21824
N 0.45373 -2.62920 -0.15815
C 1.64774 -1.70992 -0.24525
C 1.80838 -0.76867 0.94048
C 2.39951 0.66367 0.64345
C 1.47362 1.49396 -0.33319
O 1.70141 1.13968 -1.64181
C 0.11241 1.39487 0.05141
C -0.89478 1.23478 -0.85451
H -4.17812 1.76606 -0.08724
H -2.94076 2.78545 -0.77127
H -3.10234 2.68717 0.98945
H -3.26294 -0.59048 0.79742
H -1.12882 -0.82777 -1.29072
H 0.34801 -2.90002 -1.14328
H 0.73017 -3.42088 0.43120
H 1.35429 -1.05474 -1.05225
H 2.50656 -2.30230 -0.56155
H 2.34618 -1.38709 1.72563
H 0.84333 -0.50546 1.39587
H 2.39059 1.27022 1.57297
H 3.31342 0.60388 0.10410
H 1.86858 2.61232 -0.13716
H 2.60648 1.36659 -2.10418
H -0.00454 1.36013 1.10541
H -0.82135 1.23917 -1.91621
*
```

Values from the calculation:
SMILES string ... CC1=C/C=C(\I)[NH2+]CCC[C@@H](O)\C=C\1
Energy above the lowest of the compared OMol25 structures with the same formula, charge and spin ... 0.9045 eV
E_tot ... -23310.6511 eV
Lowest unoccupied orbital energy ... -3.08 eV
HOMO level ... -12.0 eV

---

[2]
Density functional theory data (ωB97M-V/def2-TZVPD) for C11H17MnN2 as an isolated structure in a non-equilibrium geometry.

The geometry in ORCA input format:
```
! RIJCOSX wB97M-V def2-TZVPD def2/J DEFGRID3
* xyz 1 4
C 1.85648 -2.40860 0.39592
Mn 0.16316 -1.71428 -0.59571
N -1.68711 -1.17117 -1.61723
N 0.35446 -3.21766 -2.17311
H -1.55510 -0.38780 -2.26694
H 0.60853 -2.77606 0.45868
H 2.09923 -1.94770 1.35520
H 2.23596 -1.73271 -0.39472
H 2.39064 -3.35495 0.27315
H 0.34233 -2.77255 -3.09615
H -0.41751 -3.89203 -2.15650
H 1.20786 -3.78614 -2.15501
H -2.18108 -1.90894 -2.12518
H -2.33057 -0.81580 -0.90311
C 0.03695 3.95033 -0.36407
C 0.12916 2.96022 -1.36489
C 0.09278 1.61104 -1.03656
C -0.10061 1.18662 0.31051
C -0.24994 -0.17066 0.69783
C -0.49871 -0.50433 2.01765
C -0.52341 0.49864 3.02912
C -0.35871 1.82883 2.69187
C -0.18080 2.21372 1.33720
C -0.09966 3.57481 0.96496
H 0.07608 5.00564 -0.63470
H 0.23457 3.26653 -2.40729
H 0.21905 0.86186 -1.82870
H -0.66543 -1.54408 2.31085
H -0.66812 0.20829 4.07000
H -0.37060 2.61104 3.45384
H -0.15987 4.32788 1.75309
*
```

Values from the calculation:
E_tot ... -45975.8529 eV
Lowest unoccupied orbital energy (alpha / beta) ... -3.37 / -3.24 eV
HOMO level (alpha / beta) ... -10.8 / -10.9 eV

---

[3]
Density functional theory data (ωB97M-V/def2-TZVPD) for C11H17N as an isolated structure in a non-equilibrium geometry.

The geometry in ORCA input format:
```
! RIJCOSX wB97M-V def2-TZVPD def2/J DEFGRID3
* xyz 0 1
C -1.53701 2.63919 1.28872
C -1.51451 1.30939 1.36594
C -1.99540 2.98161 -0.01903
C -1.71727 0.58478 0.09091
C -0.52646 -0.77449 0.20937
C 0.88359 -0.59705 0.42444
C 0.34811 -1.11740 -0.96532
C 1.37947 0.81891 0.48528
C 1.71199 -1.37674 1.43316
C 0.27049 -0.30683 -2.11202
C 0.66196 -2.56045 -1.23406
N -2.16282 2.09581 -0.90554
H -1.52215 3.29794 2.03319
H -1.29382 0.73769 2.21414
H -2.30047 3.95459 -0.30002
H -2.59922 0.12378 0.19079
H -0.96034 -1.53277 0.91062
H 1.01424 1.14163 1.44913
H 0.82983 1.40253 -0.34998
H 2.36728 0.82836 0.46362
H 1.48942 -1.03769 2.41978
H 2.74854 -1.24517 1.16994
H 1.37911 -2.39935 1.35611
H 1.20127 -0.19760 -2.69124
H -0.06923 0.75315 -1.92338
H -0.41174 -0.65265 -2.88736
H 0.99751 -3.18781 -0.41060
H 1.46486 -2.68210 -1.95822
H -0.13726 -3.00127 -1.74837
*
```

Values from the calculation:
Energy above the lowest of the compared OMol25 structures with the same formula, charge and spin ... 4.1715 eV
E_tot ... -13167.3792 eV
Lowest unoccupied orbital energy ... 0.72 eV
HOMO level ... -8.8 eV

---

[4]
Density functional theory data (ωB97M-V/def2-TZVPD) for a 2-piece molecular cluster, C11H17N2S overall in a non-equilibrium geometry.

The geometry in ORCA input format:
```
! RIJCOSX wB97M-V def2-TZVPD def2/J DEFGRID3
* xyz 1 1
C 2.01570 3.60527 -3.53810
C 0.70307 3.74330 -3.10306
C 2.64664 2.36734 -3.48898
C 0.01411 2.64937 -2.62239
C 1.96613 1.26198 -3.01993
C 0.63847 1.39690 -2.59518
C 0.31263 -0.35400 0.32617
C -0.73816 -3.36917 -0.18639
C -1.18009 -0.43752 3.14827
C -1.36644 -2.05520 0.25509
C -0.29124 -1.42196 2.40034
N 1.25457 0.45205 0.72329
N -0.39366 -1.21975 0.95075
S -0.29275 -0.00772 -2.19696
H 2.54733 4.46138 -3.92389
H 0.21028 4.70244 -3.14986
H 3.66301 2.26830 -3.83972
H -1.01053 2.74165 -2.29596
H 2.43362 0.28803 -3.00414
H -0.32286 -3.92008 0.65407
H -1.48926 -3.99142 -0.66124
H 0.05398 -3.17798 -0.90432
H -0.88422 0.59143 2.96189
H -2.21733 -0.54668 2.85342
H -1.10822 -0.62648 4.21170
H -2.20060 -2.23469 0.93227
H -1.72830 -1.50856 -0.61492
H -0.60606 -2.44369 2.60980
H 0.74894 -1.31865 2.71251
H 1.65212 0.43212 1.65838
H 1.68077 1.08147 0.05922
*
```

Values from the calculation:
Energy above the lowest of the compared OMol25 structures with the same formula, charge and spin ... 0.0000 eV
E_tot ... -25490.4277 eV
Lowest unoccupied orbital energy ... -5.35 eV
HOMO level ... -12.6 eV

---

[5]
Density functional theory data (ωB97M-V/def2-TZVPD) for one molecule with the formula C11H17N3.

The geometry in ORCA input format:
```
! RIJCOSX wB97M-V def2-TZVPD def2/J DEFGRID3
* xyz 0 1
N -2.37290 2.04655 -0.38270
C -2.27485 0.67457 -0.18579
C -3.38430 -0.08355 0.18920
C -3.26099 -1.47262 0.27427
C -2.03125 -2.03524 -0.03364
N -0.94811 -1.31939 -0.34900
C -1.05790 0.00064 -0.39700
N 0.07844 0.79084 -0.68400
C 1.02552 0.30758 -1.68267
C 1.99655 -0.81576 -1.29160
C 2.80769 -0.57480 -0.01434
C 1.95213 -0.69194 1.24964
C 1.15747 0.57857 1.62586
C 0.68828 1.45377 0.45990
H -3.02120 2.56125 0.18938
H -1.49167 2.51349 -0.57541
H -4.33189 0.41342 0.37900
H -4.10356 -2.09317 0.54970
H -1.89434 -3.10734 -0.00067
H 1.58778 1.19549 -2.00146
H 0.44955 -0.00956 -2.56356
H 1.43946 -1.75073 -1.19199
H 2.70022 -0.93788 -2.13922
H 3.60946 -1.32776 0.03789
H 3.30451 0.40718 -0.06709
H 2.57540 -0.97629 2.10004
H 1.21819 -1.48542 1.08171
H 1.76723 1.22847 2.27380
H 0.29432 0.29028 2.23404
H 1.53187 2.02901 0.05231
H -0.01111 2.19036 0.86340
*
```

Values from the calculation:
SMILES string ... Nc1cccnc1N1CCCCCC1
Energy above the lowest of the compared OMol25 structures with the same formula, charge and spin ... 0.0000 eV
E_tot ... -16153.3454 eV
Lowest unoccupied orbital energy ... 0.95 eV
HOMO level ... -7.8 eV

---

[6]
Density functional theory data (ωB97M-V/def2-TZVPD) for one molecule with the formula C11H17N3O in a non-equilibrium geometry.

The geometry in ORCA input format:
```
! RIJCOSX wB97M-V def2-TZVPD def2/J DEFGRID3
* xyz 0 1
C 4.91007 -0.70570 0.98813
C 4.43105 -0.60632 -0.48030
O 3.05101 -1.02717 -0.36095
C 2.07637 -0.09571 -0.19872
C 2.24547 1.31142 -0.02789
N 1.22994 2.19892 0.13815
C 0.05132 1.69392 0.13513
C -0.27398 0.33467 -0.05108
N -1.68838 -0.00821 -0.14681
C -2.14117 -1.34316 -0.22113
C -3.67068 -1.54479 0.00233
N -4.24451 -0.54359 0.81563
C -3.96498 0.78144 0.16498
C -2.68284 0.88374 -0.59256
C 0.75828 -0.58306 -0.22796
H 4.45661 -1.64349 1.44154
H 6.03712 -0.89286 0.96807
H 4.54355 0.20498 1.63682
H 5.01418 -1.31834 -1.12539
H 4.45776 0.38031 -1.07822
H 3.32678 1.67868 -0.08341
H -0.77274 2.46279 0.20308
H -1.61123 -2.04639 0.38623
H -2.01412 -1.81945 -1.22565
H -4.15820 -1.52838 -0.96607
H -3.92987 -2.49133 0.44667
H -3.84829 -0.64474 1.80330
H -3.97387 1.38479 1.16908
H -4.80708 1.24317 -0.40399
H -2.21200 1.92421 -0.65095
H -2.90682 0.54108 -1.61771
H 0.47734 -1.50630 -0.61023
*
```

Values from the calculation:
SMILES string ... CCOc1cncc(N2CCNCC2)c1
Energy above the lowest of the compared OMol25 structures with the same formula, charge and spin ... 3.0933 eV
E_tot ... -18197.6957 eV
Lowest unoccupied orbital energy ... 0.86 eV
HOMO level ... -7.7 eV

---

[7]
Density functional theory data (ωB97M-V/def2-TZVPD) for an isolated ion of composition C11H17N4O2 and charge +1 in a non-equilibrium geometry.

The geometry in ORCA input format:
```
! RIJCOSX wB97M-V def2-TZVPD def2/J DEFGRID3
* xyz 1 1
H 0.97564 -4.42082 -0.67544
N 1.42770 -4.07746 0.20793
C 1.82616 -2.76491 -0.07315
N 1.47461 -2.23754 -1.45080
N 2.54697 -1.94186 1.01091
C 1.98583 -0.53782 1.04478
C 2.84192 0.57553 0.19955
C 1.86748 1.74253 -0.44270
C 0.93565 2.47180 0.72262
O -0.08681 3.25666 -0.01416
C -1.40546 2.81934 0.47561
O -2.10935 3.68005 1.26125
C -2.15026 1.39898 0.12148
C -2.16412 0.94489 -1.47930
C -2.92495 -0.46066 -1.85828
N -3.59881 -1.29649 -0.77912
C -3.62090 -0.96762 0.70480
C -2.87385 0.41589 1.26398
H 2.17618 -1.55212 -1.81281
H 0.49610 -1.84788 -1.47217
H 2.28580 -2.35172 1.95805
H 1.91606 -0.13070 2.16159
H 0.87624 -0.56549 0.61716
H 3.62998 1.15658 0.88000
H 3.48515 0.08829 -0.67061
H 2.59612 2.59811 -0.84291
H 1.24376 1.39616 -1.37083
H 1.58653 3.21657 1.35385
H 0.39194 1.71805 1.43385
H -1.61352 1.64725 -2.26377
H -2.92247 -0.77944 -3.00143
H -4.08490 -2.17048 -1.10048
H -4.15113 -1.71238 1.47075
H -2.85931 0.68870 2.41979
*
```

Values from the calculation:
SMILES string ... [H]/N=C(\N)NCCCCOC(=O)c1cc[nH+]cc1
Energy above the lowest of the compared OMol25 structures with the same formula, charge and spin ... 10.0841 eV
E_tot ... -21719.0290 eV
Lowest unoccupied orbital energy ... -6.10 eV
HOMO level ... -11.8 eV